<a>
Here is a cluster of 2 separate species, C4H15N2O in total from OMol25. Energies are from the ωB97M-V functional and the def2-TZVPD basis.

Results
**HOMO energy**: -13.19 eV
**Total charge**: +1

Cartesian coordinates (Å):
N (1.951, -0.756, -1.049)
C (1.167, 0.451, -1.303)
C (0.797, 1.006, 0.103)
N (0.454, -0.094, 0.984)
C (-0.625, -1.070, 0.966)
C (-1.165, -1.258, 2.388)
H (2.926, -0.624, -1.284)
H (1.827, -0.967, -0.013)
H (1.560, -1.658, -1.339)
H (0.270, 0.348, -1.905)
H (1.844, 1.202, -1.710)
H (1.693, 1.420, 0.592)
H (0.141, 1.880, 0.036)
H (0.575, 0.214, 1.941)
H (-1.499, -0.760, 0.391)
H (-0.229, -2.036, 0.576)
H (-2.103, -1.783, 2.399)
H (-1.281, -0.237, 2.767)
H (-0.486, -1.646, 3.155)
H (-2.973, 1.245, -1.392)
H (-2.339, 1.765, -2.644)
O (-2.140, 1.613, -1.711)

Just the natural (NBO) charges please, in e? Sure, here they are: -0.708, -0.264, -0.222, -0.683, -0.224, -0.617, 0.448, 0.465, 0.446, 0.257, 0.235, 0.206, 0.231, 0.393, 0.201, 0.167, 0.237, 0.207, 0.221, 0.479, 0.480, -0.955


<b>
Here is a cluster of 2 separate species, C4H15N2O in total from OMol25. Energies are from the ωB97M-V functional and the def2-TZVPD basis.

Results
**HOMO energy**: -13.84 eV
**Total charge**: +1

Cartesian coordinates (Å):
N (-0.586, 0.885, 0.859)
C (-0.921, -0.506, 1.320)
C (-1.652, -1.170, 0.163)
N (-1.051, -0.702, -1.091)
C (0.199, -1.409, -1.437)
C (1.135, -0.491, -2.222)
H (-0.207, 0.702, -0.078)
H (-0.008, 1.488, 1.445)
H (-1.359, 1.483, 0.551)
H (0.041, -0.965, 1.539)
H (-1.494, -0.405, 2.228)
H (-2.696, -0.924, 0.234)
H (-1.617, -2.251, 0.254)
H (-1.697, -0.931, -1.829)
H (0.034, -2.402, -1.875)
H (0.732, -1.706, -0.525)
H (0.519, 0.164, -2.845)
H (1.639, 0.142, -1.518)
H (1.813, -0.979, -2.913)
H (3.028, 2.466, 2.403)
H (1.995, 3.504, 2.471)
O (2.233, 2.740, 1.920)

Just the natural (NBO) charges please, in e? Sure, here they are: -0.703, -0.222, -0.253, -0.666, -0.244, -0.621, 0.465, 0.459, 0.433, 0.227, 0.237, 0.221, 0.218, 0.396, 0.208, 0.182, 0.218, 0.200, 0.244, 0.484, 0.479, -0.960


Least stable of them? <a>.


<a>
Here is the ion C2H6N3O with charge +1 from OMol25. Energies are from the ωB97M-V functional and the def2-TZVPD basis.

Results
**HOMO energy**: -14.03 eV
**Total charge**: +1
**Structure (SMILES)**: [NH3+]N1C=NOC1

Cartesian coordinates (Å):
N (-0.578, -0.814, 0.225)
N (0.316, -0.038, -0.532)
C (-0.461, 0.615, -1.473)
N (-0.261, 1.863, -1.647)
O (0.639, 2.324, -0.776)
C (1.163, 1.118, -0.066)
H (-0.238, -0.929, 1.218)
H (-0.679, -1.851, -0.185)
H (-1.491, -0.373, 0.229)
H (-1.032, -0.039, -2.184)
H (1.239, 1.166, 1.073)
H (2.065, 0.990, -0.698)

Just the natural (NBO) charges please, in e? Sure, here they are: -0.524, -0.307, 0.035, -0.003, -0.296, 0.018, 0.459, 0.472, 0.436, 0.236, 0.231, 0.243


<b>
Here is a cluster of 2 separate species, C2H6N3O in total from OMol25. Energies are from the ωB97M-V functional and the def2-TZVPD basis.

Results
**HOMO energy (alpha / beta)**: -15.13 / -15.13 eV
**Total charge**: +1

Cartesian coordinates (Å):
C (1.547, 0.847, 0.483)
C (0.469, -0.206, -1.052)
N (1.274, -0.516, 0.890)
N (0.735, -1.087, -0.083)
N (-1.907, -0.357, 0.139)
O (1.032, 0.932, -0.836)
H (1.021, 1.565, 1.207)
H (2.658, 0.909, 0.660)
H (-0.126, -0.505, -1.909)
H (-2.233, -0.655, -0.829)
H (-2.531, 0.330, 0.716)
H (-1.939, -1.258, 0.613)

Just the natural (NBO) charges please, in e? Sure, here they are: -0.065, 0.575, 0.054, -0.210, -1.101, -0.319, 0.299, 0.304, 0.266, 0.386, 0.421, 0.389


Least stable of them? <a>.


<a>
Here is a structure of composition C6H9N3 from OMol25. Energies are from the ωB97M-V functional and the def2-TZVPD basis.

Results
**HOMO energy**: -7.98 eV

Cartesian coordinates (Å):
C (0.101, -0.847, -0.088)
C (1.479, -1.119, 0.411)
C (0.886, 1.236, 0.548)
C (-0.716, -1.756, -0.629)
C (1.155, 2.497, 0.784)
C (-1.426, 1.127, -0.167)
N (2.176, -0.146, 0.833)
N (-0.154, 0.500, 0.085)
N (1.928, -2.409, 0.459)
H (-1.688, -1.519, -1.019)
H (-0.432, -2.790, -0.691)
H (0.436, 3.274, 0.573)
H (2.105, 2.794, 1.182)
H (-1.644, 1.837, 0.634)
H (-1.420, 1.665, -1.120)
H (-2.210, 0.372, -0.188)
H (1.532, -3.074, -0.184)
H (2.914, -2.506, 0.641)

Just the natural (NBO) charges please, in e? Sure, here they are: 0.151, 0.329, 0.403, -0.493, -0.580, -0.401, -0.430, -0.457, -0.803, 0.207, 0.203, 0.213, 0.241, 0.214, 0.202, 0.215, 0.386, 0.399


<b>
Here is a cluster of 3 separate species, C6H9N3 in total from OMol25. Energies are from the ωB97M-V functional and the def2-TZVPD basis.

Results
**HOMO energy**: -11.53 eV
**Structure (SMILES)**: CC#N.CC#N.CC#N

Cartesian coordinates (Å):
C (0.967, -3.567, 1.786)
C (1.583, -4.836, 2.145)
N (2.076, -5.831, 2.419)
H (0.096, -3.731, 1.151)
H (1.681, -2.978, 1.211)
H (0.639, -3.013, 2.662)
C (-1.812, -1.050, -0.518)
C (-1.648, 0.402, -0.478)
N (-1.517, 1.537, -0.452)
H (-1.613, -1.462, 0.469)
H (-1.067, -1.463, -1.198)
H (-2.819, -1.281, -0.848)
C (0.259, 4.714, -1.018)
C (1.111, 4.240, -2.114)
N (1.774, 3.880, -2.974)
H (-0.668, 4.152, -1.022)
H (0.162, 5.789, -1.128)
H (0.795, 4.497, -0.093)

Just the natural (NBO) charges please, in e? Sure, here they are: -0.720, 0.280, -0.316, 0.246, 0.256, 0.254, -0.717, 0.301, -0.346, 0.248, 0.257, 0.259, -0.720, 0.294, -0.347, 0.273, 0.249, 0.250


<c>
Here is the molecule C6H9N3 from OMol25. Energies are from the ωB97M-V functional and the def2-TZVPD basis.

Results
**HOMO energy**: -8.42 eV
**Structure (SMILES)**: C1=NN[C@H]2C[C@H]2N2C[C@H]12

Cartesian coordinates (Å):
C (1.936, -0.212, 0.035)
N (1.443, -1.404, -0.247)
N (0.081, -1.633, 0.345)
C (-1.139, -1.042, -0.248)
C (-1.931, -0.007, 0.598)
C (-1.271, 0.367, -0.675)
N (-0.009, 1.059, -0.701)
C (0.457, 2.127, 0.238)
C (0.828, 0.708, 0.414)
H (2.950, 0.074, -0.241)
H (0.072, -2.620, 0.514)
H (-1.615, -1.780, -1.028)
H (-3.039, -0.008, 0.731)
H (-1.492, 0.321, 1.538)
H (-1.949, 0.623, -1.487)
H (-0.296, 2.486, 0.984)
H (1.140, 2.922, -0.268)
H (0.352, 0.175, 1.305)

Just the natural (NBO) charges please, in e? Sure, here they are: 0.079, -0.241, -0.529, -0.077, -0.458, -0.072, -0.388, -0.244, -0.200, 0.206, 0.387, 0.213, 0.229, 0.223, 0.218, 0.201, 0.218, 0.235


<d>
Here is the molecule C6H9N3 from OMol25. Energies are from the ωB97M-V functional and the def2-TZVPD basis.

Results
**HOMO energy**: -8.22 eV
**Structure (SMILES)**: CC=C=C/C=C\N=N\N

Cartesian coordinates (Å):
C (2.226, 1.321, -0.600)
C (1.768, -0.098, -0.653)
C (0.922, -0.909, -0.009)
C (0.144, -1.854, 0.411)
C (-1.177, -2.131, -0.065)
C (-2.164, -1.228, -0.187)
N (-1.994, 0.140, -0.183)
N (-1.618, 0.633, 0.954)
N (-1.379, 2.014, 1.066)
H (2.614, 1.816, -1.546)
H (2.998, 1.544, 0.157)
H (1.372, 1.977, -0.320)
H (2.246, -0.529, -1.553)
H (0.602, -2.602, 1.162)
H (-1.561, -3.113, -0.236)
H (-3.171, -1.558, -0.595)
H (-0.937, 2.453, 0.238)
H (-0.893, 2.125, 1.961)

Just the natural (NBO) charges please, in e? Sure, here they are: -0.641, -0.284, 0.110, -0.310, -0.247, -0.022, -0.264, 0.007, -0.630, 0.227, 0.226, 0.202, 0.217, 0.233, 0.220, 0.206, 0.368, 0.381


Least stable of them? <c>.


<a>
Here is the molecule C3H7ClN2 from OMol25. Energies are from the ωB97M-V functional and the def2-TZVPD basis.

Results
**HOMO energy**: -8.91 eV
**Structure (SMILES)**: C/N=C(/C)NCl

Cartesian coordinates (Å):
C (1.402, -1.226, 0.038)
N (0.754, 0.103, 0.005)
C (-0.514, 0.330, 0.060)
C (-0.996, 1.684, 0.199)
N (-1.424, -0.760, 0.046)
Cl (-3.056, -0.276, -0.157)
H (2.085, -1.332, -0.886)
H (0.614, -1.925, -0.133)
H (1.905, -1.489, 0.984)
H (-1.598, 1.818, -0.647)
H (-0.364, 2.497, 0.311)
H (-1.608, 1.669, 1.183)
H (-1.244, -1.456, -0.597)

Just the natural (NBO) charges please, in e? Sure, here they are: -0.433, -0.481, 0.417, -0.656, -0.612, 0.101, 0.207, 0.155, 0.216, 0.227, 0.247, 0.228, 0.387


<b>
Here is the molecule C3H7ClN2 from OMol25. Energies are from the ωB97M-V functional and the def2-TZVPD basis.

Results
**HOMO energy**: -8.89 eV
**Structure (SMILES)**: [H]/N=C(\CCl)NC

Cartesian coordinates (Å):
H (-2.501, -0.947, 0.266)
N (-1.999, -0.005, 0.230)
C (-0.739, -0.141, 0.250)
C (0.115, -1.284, 0.116)
Cl (1.581, -0.868, -0.821)
N (-0.065, 0.972, 0.473)
C (-0.734, 2.139, 0.580)
H (0.519, -1.797, 0.994)
H (-0.356, -2.114, -0.276)
H (0.882, 1.108, 0.436)
H (-1.401, 2.226, 1.450)
H (-0.002, 2.818, 0.765)
H (-1.431, 2.398, -0.274)

Just the natural (NBO) charges please, in e? Sure, here they are: 0.340, -0.718, 0.386, -0.421, -0.063, -0.577, -0.399, 0.241, 0.228, 0.400, 0.194, 0.188, 0.201


Least stable of them? <a>.


<a>
Here is the ion C3HO3 with charge -1 from OMol25. Energies are from the ωB97M-V functional and the def2-TZVPD basis.

Results
**HOMO energy**: -3.62 eV
**Total charge**: -1
**Structure (SMILES)**: O=C1O/C1=C/[O-]

Cartesian coordinates (Å):
O (2.307, -0.386, 0.267)
C (1.244, 0.194, 0.280)
O (0.789, 1.434, -0.092)
C (-0.059, 0.335, 0.629)
C (-1.043, -0.397, -0.207)
O (-1.572, -1.460, 0.081)
H (-1.666, 0.281, -0.958)

Just the natural (NBO) charges please, in e? Sure, here they are: -0.649, 0.702, -0.587, -0.217, 0.333, -0.638, 0.057


<b>
Here is a cluster of 2 separate species, C3HO3 in total from OMol25. Energies are from the ωB97M-V functional and the def2-TZVPD basis.

Results
**HOMO energy (alpha / beta)**: -5.15 / -4.80 eV
**Total charge**: -1

Cartesian coordinates (Å):
C (0.764, 0.017, -0.001)
C (2.370, -0.023, -0.020)
C (-0.459, -0.126, 0.080)
O (-3.652, 0.259, -0.149)
O (2.756, -1.039, -0.503)
O (2.801, 0.982, 0.517)
H (-4.580, -0.071, 0.076)

Just the natural (NBO) charges please, in e? Sure, here they are: -0.223, 0.758, -0.174, -0.396, -0.673, -0.679, 0.386


Least stable of them? <b>.


<a>
Here is a structure of composition C17H31N2O2P2Sc from OMol25. Energies are from the ωB97M-V functional and the def2-TZVPD basis.

Results
**HOMO energy**: -13.01 eV
**Total charge**: +2

Cartesian coordinates (Å):
Sc (0.206, -0.044, 0.670)
P (-2.294, -0.269, 0.068)
C (-2.128, 0.155, -1.732)
C (-0.771, 0.719, -2.189)
N (0.331, 0.465, -1.431)
C (1.583, 0.798, -1.861)
C (1.752, 1.547, -3.015)
C (0.651, 1.871, -3.787)
C (-0.623, 1.413, -3.402)
C (2.749, 0.372, -0.988)
P (2.560, -1.081, 0.171)
H (-1.532, 1.607, -3.975)
H (2.766, 1.827, -3.312)
H (0.751, 2.448, -4.719)
H (3.584, 0.013, -1.600)
H (3.137, 1.210, -0.383)
H (-2.351, -0.771, -2.279)
H (-2.946, 0.869, -1.955)
H (-1.150, -3.739, -3.049)
O (-1.512, -3.219, -3.775)
H (-2.341, -3.698, -3.957)
H (-0.625, -4.056, 0.012)
O (-0.166, -4.389, -0.797)
H (0.709, -3.915, -0.830)
C (3.057, -2.431, -0.949)
H (4.093, -2.273, -1.276)
H (2.973, -3.406, -0.447)
H (2.394, -2.413, -1.827)
C (3.968, -0.983, 1.342)
H (3.958, -1.872, 1.989)
H (4.933, -0.928, 0.819)
H (3.838, -0.094, 1.972)
C (-3.245, 1.187, 0.691)
H (-4.202, 1.286, 0.156)
H (-3.436, 1.065, 1.771)
H (-2.641, 2.098, 0.560)
C (-3.583, -1.573, 0.119)
H (-3.842, -1.784, 1.166)
H (-4.496, -1.273, -0.413)
H (-3.182, -2.491, -0.333)
C (0.862, 3.153, 1.021)
C (0.320, 2.550, 2.271)
C (-0.122, 3.090, 3.487)
C (-0.681, 2.012, 4.253)
C (-0.556, 0.851, 3.482)
C (-1.061, -0.532, 3.682)
N (0.084, 1.189, 2.305)
H (0.830, 2.456, 0.165)
H (1.914, 3.464, 1.149)
H (0.285, 4.040, 0.717)
H (-0.060, 4.136, 3.770)
H (-1.144, 2.051, 5.238)
H (-0.587, -0.997, 4.563)
H (-2.147, -0.529, 3.854)
H (-0.864, -1.187, 2.818)

Just the natural (NBO) charges please, in e? Sure, here they are: 1.851, 0.697, -0.747, 0.268, -0.686, 0.250, -0.226, -0.077, -0.210, -0.761, 0.707, 0.259, 0.260, 0.267, 0.283, 0.282, 0.301, 0.275, 0.477, -0.954, 0.481, 0.471, -0.917, 0.466, -0.925, 0.271, 0.268, 0.255, -0.909, 0.278, 0.268, 0.265, -0.900, 0.262, 0.270, 0.256, -0.906, 0.271, 0.273, 0.257, -0.611, 0.071, -0.238, -0.252, 0.079, -0.611, -0.795, 0.151, 0.240, 0.256, 0.243, 0.245, 0.259, 0.243, 0.150


<b>
Here is a structure of composition C17H31N2O2P2Sc from OMol25. Energies are from the ωB97M-V functional and the def2-TZVPD basis.

Results
**HOMO energy (alpha / beta)**: -14.93 / -14.78 eV
**Total charge**: +2

Cartesian coordinates (Å):
Sc (0.109, -0.529, 0.668)
P (-2.350, -0.143, 0.022)
C (-2.119, 0.321, -1.668)
C (-0.818, 0.670, -2.135)
N (0.321, 0.336, -1.392)
C (1.550, 0.761, -1.804)
C (1.708, 1.519, -2.963)
C (0.590, 1.840, -3.740)
C (-0.651, 1.404, -3.336)
C (2.795, 0.433, -0.944)
P (2.553, -1.036, 0.128)
H (-1.554, 1.651, -3.890)
H (2.715, 1.855, -3.229)
H (0.708, 2.443, -4.643)
H (3.691, 0.258, -1.570)
H (3.045, 1.293, -0.286)
H (-2.141, -1.852, -3.442)
H (-2.957, 0.468, -2.357)
H (-0.615, -4.125, -2.103)
O (-1.923, -2.784, -3.636)
H (-2.518, -3.019, -4.378)
H (-0.202, -2.319, 0.831)
O (-0.222, -4.545, -1.301)
H (0.554, -4.014, -1.076)
C (2.990, -2.404, -0.967)
H (4.015, -2.343, -1.332)
H (2.840, -3.335, -0.419)
H (2.296, -2.406, -1.809)
C (3.825, -0.964, 1.399)
H (3.724, -1.864, 2.010)
H (4.847, -0.889, 1.024)
H (3.602, -0.112, 2.045)
C (-3.101, 1.282, 0.859)
H (-4.072, 1.524, 0.420)
H (-3.212, 1.105, 1.934)
H (-2.437, 2.145, 0.737)
C (-3.439, -1.575, 0.219)
H (-3.604, -1.773, 1.284)
H (-4.406, -1.432, -0.266)
H (-2.941, -2.456, -0.196)
C (0.869, 3.120, 0.922)
C (0.304, 2.405, 2.091)
C (-0.094, 2.953, 3.322)
C (-0.659, 1.916, 4.087)
C (-0.599, 0.742, 3.318)
C (-1.156, -0.589, 3.657)
N (0.043, 1.034, 2.119)
H (0.960, 2.488, 0.018)
H (1.882, 3.512, 1.147)
H (0.244, 3.990, 0.628)
H (0.044, 4.004, 3.571)
H (-1.081, 1.933, 5.091)
H (-0.650, -0.998, 4.554)
H (-2.237, -0.525, 3.907)
H (-1.070, -1.372, 2.869)

Just the natural (NBO) charges please, in e? Sure, here they are: 1.696, 0.733, -0.416, 0.141, -0.635, 0.270, -0.207, -0.118, -0.170, -0.764, 0.766, 0.248, 0.255, 0.263, 0.277, 0.269, 0.458, 0.246, 0.487, -0.947, 0.494, -0.542, -0.926, 0.453, -0.926, 0.264, 0.271, 0.256, -0.929, 0.273, 0.268, 0.250, -0.914, 0.265, 0.257, 0.246, -0.923, 0.266, 0.260, 0.288, -0.680, 0.346, -0.220, -0.222, 0.350, -0.703, -0.783, 0.222, 0.276, 0.275, 0.263, 0.264, 0.292, 0.277, 0.241


Least stable of them? <b>.